(1)
2 unconnected molecules or ions with the total composition C4H8OS. Source: the Open Molecules 2025 dataset; level of theory: ωB97M-V with the def2-TZVPD basis set.

```
14
Properties=species:S:1:pos:R:3:forces:R:3
C 0.48222 0.63579 -1.13242 0.241 2.876 -2.189
C 0.31585 0.74304 0.11046 -0.558 -2.070 3.761
C -0.52993 0.15654 -2.09030 -0.965 2.392 -2.159
C 0.82421 0.71602 1.46920 -2.456 0.672 0.880
O -0.78751 -2.00406 2.07648 -0.417 0.910 1.201
S -1.77774 -1.46118 0.87776 0.205 1.639 -1.165
H 1.24577 1.41174 -1.47803 -0.391 -1.235 0.097
H -0.25529 -0.79906 -2.37099 0.276 -2.065 -0.940
H -1.52397 0.15776 -1.69729 -0.363 -0.338 0.837
H -0.68310 0.82571 -3.02205 0.949 -1.014 1.314
H 1.81014 0.98715 1.58874 2.853 0.133 -0.523
H 0.40254 1.48321 2.16325 -0.622 -0.771 -0.661
H 0.66933 -0.29314 1.87960 -0.049 0.207 0.085
H -0.19252 -2.55953 1.62560 1.297 -1.335 -0.538
```
Forces are in eV/Å.

Values from the calculation:
net charge	0
gap between HOMO and LUMO (alpha / beta)	6.2 / 6.2	eV
LUMO energy (alpha / beta)	-0.0407 / -0.0408	hartree
spin multiplicity	1
HOMO level (alpha / beta)	-7.3 / -7.3	eV

natural (NBO) population analysis, charges in e, atoms 1 to 2: number 1, C, carries -0.31; number 2, C, carries 0.32

=====

(2)
2 unconnected molecules or ions with the total composition C4H8OS. Source: the Open Molecules 2025 dataset; level of theory: ωB97M-V with the def2-TZVPD basis set.

```
14
Properties=species:S:1:pos:R:3:forces:R:3
C -0.39781 0.66455 -1.41767 0.640 -0.034 -0.370
C 0.39628 1.21962 2.63115 0.259 -1.044 1.953
C 0.52502 -1.71410 -1.13515 -1.405 -0.633 2.208
C 0.11614 -0.37682 -0.43109 -1.108 -1.152 0.809
O 0.21975 1.62695 -1.84088 -0.927 -1.150 0.728
S -1.10023 1.90436 2.39517 1.455 0.251 -0.952
H -1.41762 0.37830 -1.83839 0.692 0.472 0.234
H 0.47174 0.61585 3.66473 -0.786 1.258 -1.963
H 1.46997 -2.12214 -0.65171 -1.189 0.497 -1.072
H 0.57766 -1.45076 -2.16334 0.471 -0.823 -1.079
H -0.37045 -2.40828 -0.86361 1.927 0.644 -1.206
H 0.91917 -0.12760 0.23155 0.346 1.087 0.112
H -0.72788 -0.73493 0.22117 0.536 1.072 -0.397
H -0.68174 2.52500 1.19809 -0.911 -0.445 0.996
```
Forces are in eV/Å.

Values from the calculation:
net charge	0
gap between HOMO and LUMO	8.5	eV
LUMO energy	-0.0110	hartree
spin multiplicity	1
HOMO level	-8.8	eV

natural (NBO) population analysis, charges in e, atoms 1 to 2: number 1, C, carries 0.44; number 2, C, carries -0.47

=====

(3)
A single C4H8OS molecule. Source: the Open Molecules 2025 dataset; level of theory: ωB97M-V with the def2-TZVPD basis set.

```
14
Properties=species:S:1:pos:R:3:forces:R:3
C 2.57999 -0.67612 0.34626 -1.252 -1.011 -1.853
C 1.55643 -0.40322 -0.50461 1.181 -0.543 1.044
O 0.22524 -0.58071 -0.24288 1.453 0.465 0.047
C -0.40577 0.68201 -0.42496 -0.053 0.344 1.780
C -1.64330 0.55809 0.44190 0.297 -0.281 -0.328
S -2.58627 -0.88048 -0.25636 -0.368 0.761 0.567
H 2.47330 -1.32162 1.21749 -0.230 0.611 0.080
H 3.55751 -0.66642 -0.12195 0.096 0.387 0.270
H 1.71230 0.02908 -1.48898 0.363 0.113 0.003
H -0.72468 0.82089 -1.41183 -0.283 0.056 -1.918
H 0.29536 1.54684 -0.19811 -0.936 -1.012 0.288
H -1.34511 0.29702 1.43233 0.296 -0.272 0.711
H -2.14183 1.50409 0.52004 -0.811 0.308 -0.392
H -3.55319 -0.90944 0.69166 0.249 0.073 -0.300
```
Forces are in eV/Å.

Values from the calculation:
net charge	0
gap between HOMO and LUMO	9.9	eV
LUMO energy	0.0332	hartree
spin multiplicity	1
SMILES	C=COCCS
HOMO level	-9.0	eV

natural (NBO) population analysis, charges in e, atoms 1 to 2: number 1, C, carries -0.49; number 2, C, carries 0.15

=====

(4)
A molecular structure, C4H8OS2. Source: the Open Molecules 2025 dataset; level of theory: ωB97M-V with the def2-TZVPD basis set.

```
15
Properties=species:S:1:pos:R:3:forces:R:3
C 1.40879 -1.12455 0.14526 -0.212 -0.330 0.287
C 2.26452 -0.83973 -1.04133 0.031 0.223 -0.060
O 2.81954 -1.68630 -1.70166 0.189 -0.114 -0.064
C 1.10447 0.07639 1.00799 -0.341 1.002 0.285
S 0.14528 1.39717 0.18575 0.280 -0.020 -0.098
S -1.89442 -0.28094 -0.35474 0.164 -0.364 0.106
C -3.02436 1.08001 -0.17997 -0.886 0.831 -0.143
H 0.46710 -1.50616 -0.25923 -0.112 0.045 -0.021
H 1.80886 -1.94331 0.75882 0.235 0.035 -0.298
H 2.32971 0.23293 -1.32110 0.019 -0.133 0.043
H 2.00183 0.56863 1.40847 0.078 -0.285 -0.191
H 0.52374 -0.21845 1.87688 -0.052 -0.303 0.101
H -2.68249 2.00110 -0.65208 0.454 0.026 -0.036
H -3.31636 1.36555 0.83641 0.290 -0.295 0.113
H -3.95621 0.87766 -0.70948 -0.139 -0.318 -0.025
```
Forces are in eV/Å.

Values from the calculation:
net charge	-1
gap between HOMO and LUMO (alpha / beta)	6.1 / 6.8	eV
LUMO energy (alpha / beta)	0.1392 / 0.1269	hartree
spin multiplicity	2
HOMO level (alpha / beta)	-2.3 / -3.3	eV

natural (NBO) population analysis, charges in e, atoms 1 to 2: number 1, C, carries -0.55; number 2, C, carries 0.46

=====

(5)
A single C4H8OS2 molecule. Source: the Open Molecules 2025 dataset; level of theory: ωB97M-V with the def2-TZVPD basis set.

```
15
Properties=species:S:1:pos:R:3:forces:R:3
O 0.39108 1.98595 -0.28188 -1.543 -0.728 0.455
C 0.13467 0.58341 -0.58197 -1.980 1.952 -3.654
C 1.19680 -0.17708 0.11838 -1.487 -0.963 3.333
S 2.62210 -0.90866 -0.54911 1.307 2.840 -2.164
C 0.08539 -1.06907 0.65421 -2.727 -4.780 -0.661
C -1.05266 -0.05794 0.19896 2.264 1.611 2.623
S -2.41731 -0.79298 -0.63245 -3.367 1.754 0.506
H 0.11484 2.01874 0.67925 0.601 0.445 -1.564
H -0.23292 0.35785 -1.76711 2.078 0.940 2.913
H 1.35580 0.39344 1.09129 0.704 -0.092 -1.430
H 2.93703 0.42414 -1.25444 -0.243 -2.880 1.342
H -0.19353 -1.98222 -0.04502 1.133 1.499 0.800
H 0.06881 -1.65933 1.64359 0.251 1.648 -1.031
H -1.30938 0.70240 1.00352 -0.236 -1.179 -0.749
H -3.70073 0.18135 -0.27721 3.243 -2.068 -0.720
```
Forces are in eV/Å.

Values from the calculation:
net charge	0
gap between HOMO and LUMO	9.4	eV
LUMO energy	0.0067	hartree
spin multiplicity	1
SMILES	O[C@H]1[C@H](S)C[C@@H]1S
HOMO level	-9.2	eV

natural (NBO) population analysis, charges in e, atoms 1 to 2: number 1, O, carries -0.71; number 2, C, carries 0.09

=====

(6)
2 unconnected molecules or ions with the total composition C4H8OS2. Source: the Open Molecules 2025 dataset; level of theory: ωB97M-V with the def2-TZVPD basis set.

```
15
Properties=species:S:1:pos:R:3:forces:R:3
C -1.65255 2.32974 0.72090 1.462 2.231 -0.357
C 0.20601 0.62670 0.08780 -0.679 -0.061 0.930
C 2.56682 -0.97045 0.22169 3.184 0.560 -0.935
C -1.86248 -0.39563 -0.98392 0.919 -4.743 1.499
O -0.04351 -2.10099 0.24277 -1.236 0.302 -0.360
S 1.82399 0.67685 -0.09366 -0.444 -0.365 0.754
S -0.80368 -0.82822 0.45959 1.445 1.657 0.376
H -1.03291 3.35786 0.30390 -1.369 -2.669 1.187
H -1.55204 2.42036 1.87032 0.460 -0.169 -1.293
H 3.35032 -1.03527 1.02893 -1.386 0.696 -0.063
H 3.28778 -1.12745 -0.63730 -1.306 -0.156 0.357
H 1.78406 -1.67529 0.30534 -0.309 -0.848 -0.017
H -2.70308 -1.05518 -0.83182 -0.348 -0.267 -0.293
H -1.21334 -0.77861 -1.71660 0.322 -0.058 -1.740
H -2.15539 0.55558 -0.97795 -0.715 3.892 -0.045
```
Forces are in eV/Å.

Values from the calculation:
net charge	0
gap between HOMO and LUMO (alpha / beta)	7.6 / 7.6	eV
LUMO energy (alpha / beta)	-0.0329 / -0.0329	hartree
spin multiplicity	1
HOMO level (alpha / beta)	-8.5 / -8.5	eV

natural (NBO) population analysis, charges in e, atoms 1 to 2: number 1, C, carries -0.39; number 2, C, carries -0.54

=====

Ordered energy relative to the best compared isomer or geometry (same formula, charge and spin) results: 519.2 427.2 181.1 0.0 379.2 827.4; unit kJ/mol.